No. 1
Below is a 8-piece molecular cluster, C31H49BBrN4O23 overall in a non-equilibrium geometry, with properties calculated with the ωB97M-V functional and the def2-TZVPD basis.

CARTESIAN COORDINATES (ANGSTROEM)
1 O -5.36965 3.54670 -5.63964
2 B -4.78213 3.27408 -4.28142
3 O -4.55199 1.85400 -3.95096
4 C -4.50931 4.56882 -3.30488
5 N -3.15367 4.59378 -2.63400
6 C -2.06196 5.26438 -3.18932
7 N -0.69136 5.33692 -2.50241
8 C 0.17983 6.18705 -3.41533
9 Br 2.09712 6.70622 -3.04562
10 N -0.65814 6.56262 -4.64049
11 N -1.95126 6.02796 -4.49058
12 H -5.06474 4.47885 -5.87738
13 H -3.56862 1.69061 -3.84601
14 H -4.60574 5.58140 -3.92416
15 H -5.34166 4.55800 -2.45359
16 H -2.96249 4.15677 -1.68229
17 H -0.40344 7.11435 -5.48893
18 H -2.75792 6.10145 -5.16228
19 C -7.61861 0.59561 -4.99268
20 C -7.97265 -0.65550 -4.21544
21 C -7.57616 -1.92635 -4.90388
22 O -8.49592 -2.86093 -4.36680
23 C -9.61429 -2.14886 -4.03037
24 O -10.68034 -2.64740 -3.71208
25 O -9.37843 -0.80370 -4.10083
26 H -8.03267 1.48090 -4.49808
27 H -6.53385 0.71449 -5.07520
28 H -8.04754 0.57198 -6.00073
29 H -7.55737 -0.59905 -3.20160
30 H -6.54778 -2.22138 -4.67833
31 H -7.71029 -1.89611 -5.99124
32 C 4.70827 3.40232 1.12044
33 C 4.57189 4.38776 -0.02193
34 C 5.15874 3.90115 -1.31229
35 O 5.47008 5.11227 -1.97872
36 C 5.69834 6.04083 -1.00063
37 O 6.17218 7.14701 -1.19590
38 O 5.32673 5.56262 0.22546
39 H 4.36737 3.85608 2.05729
40 H 4.12016 2.49852 0.93354
41 H 5.75445 3.11546 1.27513
42 H 3.52196 4.68243 -0.14167
43 H 4.45032 3.30818 -1.89709
44 H 6.08519 3.32962 -1.18455
45 C 7.49780 8.94045 3.30752
46 C 7.14375 7.68934 4.08475
47 C 7.54024 6.41850 3.39632
48 O 6.62048 5.48391 3.93339
49 C 5.50211 6.19598 4.26983
50 O 4.43607 5.69745 4.58811
51 O 5.73798 7.54115 4.19937
52 H 7.08374 9.82574 3.80211
53 H 8.58255 9.05934 3.22500
54 H 7.06886 8.91682 2.29946
55 H 7.55904 7.74579 5.09860
56 H 8.56862 6.12347 3.62186
57 H 7.40611 6.44873 2.30895
58 C -10.42277 -5.39175 -1.77934
59 C -9.33459 -6.44349 -1.71268
60 C -8.93451 -6.98396 -3.05210
61 O -8.44132 -8.27115 -2.72381
62 C -9.09553 -8.65390 -1.58517
63 O -9.06396 -9.77861 -1.11576
64 O -9.79153 -7.60814 -1.04478
65 H -10.75173 -5.11996 -0.77052
66 H -10.06854 -4.48994 -2.28815
67 H -11.30738 -5.76790 -2.30536
68 H -8.47025 -6.05639 -1.15898
69 H -8.15768 -6.38204 -3.53136
70 H -9.77487 -7.10300 -3.74557
71 C 0.44362 -0.46407 3.45209
72 C 1.02040 0.14093 2.18876
73 C 2.37055 0.76304 2.37921
74 O 2.40590 1.73146 1.34539
75 C 1.10641 2.08520 1.10628
76 O 0.76385 3.02766 0.41294
77 O 0.24276 1.24284 1.75018
78 H -0.58498 -0.79834 3.27879
79 H 1.03905 -1.31902 3.78701
80 H 0.40007 0.27299 4.26175
81 H 1.02940 -0.60487 1.38425
82 H 3.18402 0.04185 2.26249
83 H 2.48388 1.27916 3.33944
84 C 2.86040 -4.90644 6.60942
85 C 2.72402 -3.92099 5.46705
86 C 3.31087 -4.40760 4.17669
87 O 3.62221 -3.19648 3.51027
88 C 3.85047 -2.26793 4.48836
89 O 4.32431 -1.16174 4.29309
90 O 3.47886 -2.74613 5.71445
91 H 2.51950 -4.45267 7.54627
92 H 2.27229 -5.81023 6.42252
93 H 3.90658 -5.19330 6.76411
94 H 1.67409 -3.62633 5.34732
95 H 2.60245 -5.00058 3.59189
96 H 4.23732 -4.97913 4.30443
97 C 5.91050 -8.76497 0.61953
98 C 5.15718 -7.46478 0.42787
99 C 5.57149 -6.38145 1.37705
100 O 4.40812 -5.57509 1.44208
101 C 3.35127 -6.40475 1.18573
102 O 2.18099 -6.09981 1.33984
103 O 3.78185 -7.62229 0.73602
104 H 5.48783 -9.54756 -0.01978
105 H 6.97050 -8.64599 0.37486
106 H 5.82587 -9.12502 1.65100
107 H 5.23173 -7.13686 -0.61637
108 H 6.42303 -5.80391 1.00720
109 H 5.79604 -6.74516 2.38629

Kohn-Sham gap: 7.5 eV
ΔE to the lowest compared entry with this formula, charge and spin: 131.35 kcal/mol
net charge: +1
E_tot: -156705.9992 eV
strongest force on any atom: 6.2 eV/A
LUMO level: -0.1496 Ha

Here are the Mulliken charges for atoms 1 to 99, given in e: -0.495, 0.693, -0.562, -0.759, -0.047, 0.295, -0.274, 0.345, 0.031, -0.214, 0.056, 0.280, 0.312, 0.268, 0.290, 0.306, 0.256, 0.243, -1.385, 0.558, -0.517, -0.274, 0.623, -0.551, -0.346, 0.347, 0.313, 0.334, 0.225, 0.311, 0.330, -1.387, 0.764, -0.501, -0.335, 0.564, -0.584, -0.232, 0.216, 0.460, 0.406, 0.131, 0.290, 0.321, -1.406, 0.468, -0.312, -0.284, 0.682, -0.578, -0.353, 0.354, 0.378, 0.319, 0.244, 0.328, 0.174, -1.136, 0.570, -0.410, -0.327, 0.609, -0.551, -0.351, 0.355, 0.102, 0.355, 0.223, 0.234, 0.326, -1.332, 0.665, -0.479, -0.253, 0.530, -0.605, -0.373, 0.398, 0.096, 0.392, 0.223, 0.273, 0.309, -1.554, 0.652, -0.395, -0.162, 0.558, -0.609, -0.362, 0.379, 0.386, 0.364, 0.230, 0.262, 0.242, -1.462, 0.487, -0.509

No. 2
Below is C31H49BaBrN2OP2 as an isolated structure in a non-equilibrium geometry, with properties calculated with the ωB97M-V functional and the def2-TZVPD basis.

CARTESIAN COORDINATES (ANGSTROEM)
1 C 1.51890 4.36507 -1.90087
2 C 0.62911 4.10643 -2.96302
3 C 1.16609 3.72633 -4.20351
4 C 2.51300 3.35115 -4.23761
5 N 3.28642 3.35778 -3.14933
6 C 2.84324 3.94696 -2.03617
7 C -0.77734 4.07839 -2.67916
8 C -1.83284 3.91923 -2.07260
9 C -2.69028 3.36875 -1.03074
10 C -2.93043 1.98372 -1.03489
11 C -3.49713 1.35621 0.09882
12 C -3.67280 2.15756 1.19142
13 C -3.61340 3.51727 1.21979
14 C -3.11919 4.14921 0.05306
15 Ba -1.27909 1.19320 2.09193
16 P 1.96573 -0.42194 -0.62535
17 H 0.54404 3.63714 -5.08820
18 H 1.15703 4.76870 -0.95762
19 H 2.96480 3.00688 -5.17166
20 H 3.54592 4.07910 -1.20817
21 H -3.01247 5.23356 -0.00283
22 H -2.65284 1.39310 -1.91396
23 H -3.93036 4.09590 2.08417
24 H -3.75545 0.29370 0.09518
25 C 2.65556 -2.12454 -0.30339
26 C 3.75715 -2.68095 -1.19244
27 H 1.76715 -2.77497 -0.36828
28 H 2.97469 -2.13022 0.74950
29 H 3.95726 -3.71563 -0.88865
30 H 3.47601 -2.70995 -2.25051
31 H 4.70480 -2.13946 -1.08821
32 C 2.28714 -0.13992 -2.43566
33 C 3.69363 0.19602 -2.91431
34 H 1.61520 0.69753 -2.68957
35 H 1.89881 -1.02128 -2.97204
36 H 3.69784 0.19059 -4.01369
37 H 3.99834 1.20945 -2.62138
38 H 4.45009 -0.53120 -2.59520
39 C 3.17668 0.69741 0.21934
40 C 4.63624 0.27014 0.30863
41 H 2.76675 0.80720 1.23866
42 H 3.08905 1.68455 -0.26020
43 H 5.17613 1.00125 0.92391
44 H 4.75666 -0.70814 0.78882
45 H 5.13658 0.25362 -0.66740
46 Br -3.83474 1.00547 3.30109
47 P -1.61598 -1.50187 -2.10611
48 C -0.51414 -2.59667 -3.11325
49 C -1.02369 -3.97287 -3.52713
50 H 0.40436 -2.70437 -2.50910
51 H -0.24153 -2.01397 -4.00660
52 H -0.21733 -4.49578 -4.05887
53 H -1.30658 -4.59429 -2.66979
54 H -1.87558 -3.91771 -4.21750
55 C -2.66458 -2.70315 -1.14927
56 C -3.98500 -3.18183 -1.73720
57 H -2.85245 -2.19315 -0.18866
58 H -2.02075 -3.56570 -0.92764
59 H -4.50084 -3.79872 -0.99035
60 H -4.66026 -2.35936 -1.99752
61 H -3.85229 -3.81330 -2.62424
62 C -2.77052 -0.78477 -3.36995
63 C -3.14877 -1.60665 -4.59438
64 H -2.26572 0.13780 -3.70344
65 H -3.67807 -0.47577 -2.82907
66 H -3.77588 -0.98576 -5.24660
67 H -2.27649 -1.91321 -5.18081
68 H -3.73577 -2.49729 -4.34534
69 O -0.64276 -0.86359 3.34532
70 C -0.48312 -0.95951 4.60318
71 C 0.86966 -1.05793 5.23077
72 C 1.27571 0.24410 5.92444
73 C 0.68804 0.36463 7.33357
74 C -0.83446 0.40547 7.38857
75 C -1.50738 -0.86449 6.87338
76 N -1.55482 -0.92993 5.40624
77 H 0.85308 -1.89132 5.94628
78 H 1.57984 -1.29833 4.43631
79 H 2.37049 0.27385 5.99840
80 H 0.98890 1.12273 5.32511
81 H 1.04603 -0.48136 7.93708
82 H 1.08061 1.27947 7.79501
83 H -1.14429 0.53157 8.43218
84 H -1.21894 1.28185 6.85062
85 H -0.98447 -1.74989 7.26609
86 H -2.54414 -0.89624 7.22580
87 H -2.46781 -0.97301 4.94676

Kohn-Sham gap: 4.4 eV
ΔE to the lowest compared entry with this formula, charge and spin: 11.52 kcal/mol
net charge: +2
E_tot: -127268.0996 eV
strongest force on any atom: 3.4 eV/A
LUMO level: -0.2870 Ha

Table of Mulliken atomic charges, one value per atom, all in e: -0.307, 0.710, -0.445, -0.433, -0.472, -0.600, -0.292, -0.447, 0.256, 1.129, -0.775, -0.836, -0.462, -0.357, 1.836, 0.441, 0.473, 0.490, 0.380, 0.466, 0.542, 0.305, 0.511, 0.338, -0.815, -1.308, 0.444, 0.540, 0.432, 0.259, 0.252, -0.040, -1.423, 0.198, 0.199, 0.387, 0.250, 0.281, 0.024, -1.248, 0.371, -0.044, 0.435, 0.269, 0.203, -0.290, 0.727, -0.206, -1.424, 0.107, 0.481, 0.433, 0.262, 0.247, -0.746, -1.376, 0.395, 0.527, 0.443, 0.273, 0.217, -0.587, -1.491, 0.531, 0.363, 0.440, 0.317, 0.230, -0.849, 0.246, -0.581, -0.467, -0.717, -0.508, -0.815, 0.032, 0.392, 0.339, 0.340, 0.227, 0.319, 0.350, 0.349, 0.258, 0.305, 0.458, 0.338

What is the E_tot in the first record?
-156705.9992 eV

Look up the net charge of the second one.
+2

Which formula does entry 2 have?
C31H49BaBrN2OP2